1.
84
Properties=species:S:1:pos:R:3 method="wB97M-V/def2-TZVPD" total_charge=+1 energy_ha=-2678.25923 largest_force_ev_per_a=4.65
C 4.43711 -3.25316 0.94735
C 4.95995 -2.98079 -0.12954
C 5.54273 -2.44783 -1.49914
C 4.86645 -1.00211 -1.75745
C 4.12405 -0.89452 -3.16729
N 2.73478 -0.38624 -3.07100
C 2.26930 0.71190 -2.27173
C 3.02442 1.65348 -1.26578
C 3.91171 2.71423 -2.08952
C 3.31360 4.19758 -1.94421
C 4.29882 5.15765 -2.78189
C 3.27693 4.67681 -0.41360
C 0.81973 0.90694 -2.50419
N 0.39374 -0.12245 -3.43350
C -0.96146 -0.36114 -3.99687
F -1.13167 -1.66708 -4.46323
F -1.04706 0.50204 -5.12128
C -2.13534 -0.05235 -2.95372
C -3.14190 1.04377 -3.51435
Si -4.75302 1.26780 -2.50740
C -5.33025 3.08878 -2.83514
C -6.18663 0.16516 -3.16350
C -4.55638 1.10346 -0.61743
C -5.37518 2.05063 0.24944
C -5.33479 1.98913 1.76163
C -4.46420 0.97963 2.48946
C -3.65109 0.03906 1.63179
C -3.69912 0.11062 0.11494
C 1.57319 -0.82101 -3.72019
Cl 1.79231 -2.22939 -4.80974
H 3.84728 -3.19013 1.92827
H 5.33802 -3.16489 -2.34842
H 6.66382 -2.31632 -1.33978
H 5.70365 -0.24412 -1.66547
H 4.08661 -0.86699 -0.95530
H 4.20289 -1.91169 -3.66097
H 4.73043 -0.16278 -3.79823
H 3.67200 1.11851 -0.51324
H 2.21932 2.19425 -0.66845
H 3.78516 2.44894 -3.19207
H 4.99477 2.69909 -1.75821
H 2.27256 4.21523 -2.38489
H 4.99031 4.50476 -3.39878
H 4.89661 5.78092 -2.04834
H 3.65493 5.78286 -3.47409
H 4.11120 4.10885 0.11356
H 3.36919 5.79608 -0.29101
H 2.30352 4.30168 0.05462
H 0.17765 1.70475 -2.03761
H -1.73996 0.33403 -1.96506
H -2.66238 -1.03536 -2.73301
H -3.46382 0.68923 -4.55520
H -2.62611 2.04568 -3.70116
H -4.65170 3.53879 -3.64150
H -6.37843 3.14087 -3.26031
H -5.18280 3.75498 -1.92597
H -6.34760 0.48366 -4.24767
H -5.93555 -0.93460 -3.06295
H -7.11654 0.45191 -2.56854
H -6.06928 2.80218 -0.21865
H -6.00793 2.71657 2.31667
H -4.45033 0.95864 3.61126
H -3.01889 -0.74474 2.15768
H -3.09126 -0.64489 -0.45181
C 1.07122 -5.44380 3.59743
C 0.49908 -4.40596 4.51736
O 1.66003 -3.77470 5.04842
C 2.66802 -3.97443 4.15925
O 3.73501 -3.43361 4.22056
O 2.30878 -4.86354 3.19489
H 0.43269 -5.63571 2.73523
H 1.27332 -6.38976 4.10638
H -0.09720 -3.65928 3.98708
H -0.10498 -4.84029 5.31244
C -0.98124 -1.80140 7.03821
C -2.09878 -1.53994 8.00617
O -3.25523 -1.92269 7.26948
C -2.85296 -2.80543 6.31663
O -3.59255 -3.44618 5.63540
O -1.49338 -2.86418 6.24021
H -0.05827 -2.09922 7.53594
H -0.77535 -0.94278 6.39327
H -2.02982 -2.16070 8.90339
H -2.15650 -0.49301 8.30395


2.
92
Properties=species:S:1:pos:R:3 method="wB97M-V/def2-TZVPD" energy_ha=-3375.56199 largest_force_ev_per_a=11.52
C -4.70547 0.41354 4.33840
C -4.41065 -0.98687 3.48839
C -4.75840 -0.76084 1.86962
O -4.78562 -1.89645 1.13663
O -5.00713 0.59003 1.34039
C -4.46982 0.76794 -0.01773
C -2.85979 0.41905 -0.08762
C -1.97136 1.53728 -0.92543
C -1.91982 3.05764 -0.23021
C -2.68804 3.43937 1.18706
O -2.49194 2.64946 2.27921
O -3.55118 4.61564 1.39543
C -3.41489 5.17611 2.74862
C -1.86340 5.70188 3.08626
O -1.15453 4.92937 3.95249
F -1.32052 6.90935 2.42210
C -1.02488 4.17253 -1.08374
N -0.90982 5.63120 -0.61041
C -1.95451 6.35884 -1.17570
O -2.85832 7.23105 -1.62820
C -0.23348 3.71069 -2.48009
S 0.74684 5.10332 -3.32730
N -0.30827 2.27514 -3.04123
C 0.50230 2.03329 -4.30784
C 2.12099 1.93568 -3.89824
C 2.85861 1.02850 -5.08446
C 4.43248 0.66843 -4.73463
O 5.31376 1.87525 -4.73658
C 5.59443 2.32827 -3.36537
C -1.15351 1.18933 -2.34242
C -1.28945 -0.33518 -2.94545
C -0.07834 -1.35500 -2.52046
C 0.57487 -1.08379 -1.04159
C 0.65615 -2.57040 -0.27946
C 1.68684 -2.35868 1.02028
C 1.91747 -3.85289 1.68401
C 3.01695 -4.61520 0.68304
C 4.51907 -4.42640 1.35758
O 5.37661 -3.56057 0.48473
C 5.91171 -2.50370 1.37063
C 5.38057 -0.94662 1.42694
O 6.92547 -2.85902 2.20482
H -5.63430 0.99526 3.89122
H -3.74079 1.09936 4.43316
H -5.02991 0.06354 5.42875
H -5.08789 -1.84076 3.93638
H -3.28562 -1.31876 3.66263
H -5.01255 -0.02532 -0.72580
H -4.73835 1.82440 -0.49098
H -2.36577 0.37934 0.99848
H -2.77314 -0.67235 -0.51110
H -3.82656 4.45677 3.60785
H -4.08302 6.16081 2.84491
H -0.10501 5.87660 -4.14636
H 0.26206 1.02128 -4.84945
H 0.34462 2.88256 -5.13196
H 2.22768 1.42889 -2.82425
H 2.65548 2.99117 -3.92934
H 2.81756 1.66845 -6.06631
H 2.30596 -0.01546 -5.24650
H 4.87477 -0.03136 -5.59418
H 4.45523 0.10081 -3.69734
H 6.61731 1.84865 -2.99355
H 5.74524 3.49701 -3.26757
H 4.76380 2.03014 -2.58670
H -1.30378 -0.31835 -4.13906
H -2.35065 -0.79273 -2.64588
H -0.56223 -2.44520 -2.47546
H 0.71086 -1.40611 -3.40028
H 1.68481 -0.67611 -1.20100
H -0.06170 -0.40740 -0.32988
H -0.42840 -2.79037 0.16223
H 1.02148 -3.41998 -0.99722
H 1.30036 -1.55042 1.77984
H 2.75052 -2.01199 0.61614
H 0.87830 -4.39731 1.67155
H 2.28169 -3.80935 2.79913
H 3.04021 -4.04508 -0.36042
H 2.71889 -5.73208 0.49785
H 5.00024 -5.49400 1.52608
H 4.43126 -3.82405 2.38372
H 4.79742 -0.72264 0.43264
H 6.28020 -0.18696 1.48133
H 4.67809 -0.83391 2.37831
C -3.54191 -5.89496 4.13131
F -2.97846 -6.82059 3.29005
F -4.81789 -5.69846 3.66740
F -3.67908 -6.52672 5.34136
S -2.55342 -4.31296 4.24164
O -2.50916 -3.78073 2.87277
O -1.23266 -4.70913 4.74916
O -3.29375 -3.45003 5.17227


3.
78
Properties=species:S:1:pos:R:3 method="wB97M-V/def2-TZVPD" total_charge=+3 relative_energy_ev=0.9973 largest_force_ev_per_a=0.21
Pt -0.79764 -0.13391 -0.19369
C 1.12322 -1.13584 -3.24152
C 1.84506 -1.26964 -1.93152
O 1.17491 -0.45081 -0.89141
H 1.60252 -1.77619 -3.98305
H 1.15770 -0.11102 -3.61294
H 0.08132 -1.45371 -3.15188
H 2.86776 -0.90288 -1.98513
H 1.85343 -2.28680 -1.55092
H 1.74806 0.27092 -0.60324
C -2.36843 -0.11640 -3.64788
Ge -2.83154 0.97196 -2.14052
C -2.20089 2.78736 -2.10523
C -4.53387 0.65986 -1.29681
C -2.36078 0.13229 0.78148
H -2.97117 0.28927 -4.46994
H -2.63974 -1.15916 -3.50375
H -1.32133 -0.01628 -3.92256
H -2.82878 3.31849 -2.82985
H -1.16564 2.86701 -2.42826
H -2.34107 3.24954 -1.13089
H -5.26342 1.07575 -2.00303
H -4.66620 1.19809 -0.35892
H -4.75843 -0.39836 -1.18239
H -3.29365 -0.42131 0.73852
H -2.38389 0.96843 1.48502
N -0.07972 1.84143 0.12310
C 0.24531 2.94699 0.31146
N 0.60294 4.15801 0.51764
C 0.55872 4.76255 1.88288
C -0.10215 6.12790 1.80959
C 0.57608 7.01140 0.76569
C 0.56178 6.34395 -0.60729
C 1.22923 4.98025 -0.55830
H 1.59194 4.84199 2.22765
H 0.02682 4.07551 2.53903
H -0.04630 6.58382 2.79842
H -1.16255 6.00707 1.57047
H 1.60879 7.21097 1.06671
H 0.07506 7.97664 0.71376
H 1.09101 6.95364 -1.34020
H -0.46717 6.23337 -0.96187
H 2.29001 5.07040 -0.31419
H 1.13471 4.43686 -1.49779
C 2.52316 -5.33060 0.53015
C 1.58079 -5.74925 -0.39860
C 0.44442 -4.98539 -0.63320
C 0.27294 -3.79649 0.07029
C 1.20836 -3.37869 1.01722
C 2.33580 -4.15143 1.24351
Sb -1.45715 -2.65098 -0.15562
C -2.58794 -2.80112 1.59796
C -3.61852 -3.72776 1.71044
C -4.32168 -3.81889 2.90617
C -3.99872 -2.99322 3.97548
C -2.96188 -2.07575 3.86706
C -2.24830 -1.98138 2.67931
C -2.62484 -3.27282 -1.77239
C -2.03788 -3.81637 -2.91447
C -2.84005 -4.17845 -3.98776
C -4.21590 -3.99528 -3.92361
C -4.79980 -3.45722 -2.78325
C -4.00699 -3.09525 -1.70292
H 3.40348 -5.93273 0.71071
H 1.72151 -6.67790 -0.93500
H -0.29700 -5.33937 -1.33773
H 1.06541 -2.46554 1.58636
H 3.06375 -3.84229 1.98148
H -3.87797 -4.38448 0.88862
H -5.12134 -4.54105 3.00220
H -4.54913 -3.07470 4.90300
H -2.69511 -1.45475 4.71170
H -1.38712 -1.31717 2.63335
H -0.96803 -3.97030 -2.97895
H -2.39150 -4.61329 -4.87099
H -4.83702 -4.28748 -4.75976
H -5.87384 -3.33831 -2.72778
H -4.47666 -2.70916 -0.80442


4.
80
Properties=species:S:1:pos:R:3 method="wB97M-V/def2-TZVPD" spin_multiplicity=4 s_squared=3.778 total_charge=+2 relative_energy_ev=0.0000 largest_force_ev_per_a=6.61
Re 0.34045 1.24841 -1.50276
C -1.18788 1.88539 -2.55972
C -0.92874 0.45479 -2.79864
C -0.20578 -0.01204 -4.04715
C 1.17109 0.66437 -4.19705
C 1.71186 1.26668 -2.91618
C 1.40101 2.61264 -2.43769
C 0.53129 3.59887 -3.19540
C -0.83735 2.99072 -3.54018
C 1.40496 0.82422 1.14436
H -2.11547 2.11663 -2.01152
H -1.74228 -0.22202 -2.49972
H -0.81166 0.05895 -4.96901
H -0.06246 -1.10297 -3.97332
H 1.87489 -0.12473 -4.50737
H 1.19998 1.39433 -5.01318
H 2.72261 0.91407 -2.68721
H 2.21710 3.11222 -1.92495
H 1.00410 4.01360 -4.09871
H 0.33144 4.47088 -2.55117
H -1.61593 3.76725 -3.42278
H -0.92483 2.61117 -4.57044
H 0.61913 1.41473 0.54729
H 2.24212 1.47314 1.47994
H 0.85129 0.38443 1.99011
P 2.09253 -0.51113 0.28732
P -1.79620 -0.96525 0.56598
N 3.53366 0.19231 -0.46464
N 2.64242 -1.56299 1.48864
N -2.91400 0.40805 0.13039
N -2.70819 -2.23877 1.14480
C 0.99339 -1.49019 -0.71120
C -0.42442 -1.95837 -0.18513
C 3.93117 1.53970 -0.37029
C 5.24359 1.64822 -0.78191
C 5.67366 0.34834 -1.18879
C 4.62082 -0.52899 -0.98592
C 3.57495 -1.06513 2.42308
C 4.37520 -2.11577 2.81123
C 3.93055 -3.29443 2.12114
C 2.87477 -2.94413 1.31355
C -2.97328 1.75526 0.57209
C -4.06685 2.39469 -0.00015
C -4.69745 1.44901 -0.87497
C -3.96972 0.26781 -0.79037
C -4.09490 -2.40585 1.08616
C -4.45057 -3.31881 2.06100
C -3.26090 -3.72489 2.74831
C -2.20045 -3.07392 2.17715
H 1.57478 -2.42800 -0.80021
H 0.94898 -1.04160 -1.74381
H -0.93401 -2.39347 -1.07899
H -0.24250 -2.80153 0.52452
H 3.28232 2.32597 -0.00352
H 5.82486 2.56117 -0.75583
H 6.65677 0.11056 -1.57570
H 4.52517 -1.58936 -1.17384
H 3.54690 -0.01905 2.70355
H 5.17787 -2.04133 3.52285
H 4.33108 -4.28952 2.22843
H 2.21694 -3.52754 0.67316
H -2.28251 2.15470 1.29701
H -4.38161 3.41844 0.17685
H -5.57908 1.62974 -1.48170
H -4.18556 -0.67421 -1.26674
H -4.67452 -1.94184 0.30517
H -5.44880 -3.63742 2.29127
H -3.19735 -4.35039 3.62576
H -1.13892 -3.13308 2.39986
C -0.77534 0.75498 4.03741
C -1.78517 -0.20360 3.43780
C -3.25060 0.19372 3.48502
O -1.28286 -0.35413 1.89265
H -0.91558 1.77496 3.64389
H 0.23889 0.43615 3.77798
H -0.85740 0.77096 5.14311
H -1.63908 -1.20621 3.86447
H -3.35703 1.30027 3.42733
H -3.82966 -0.25950 2.65842
H -3.68774 -0.16024 4.44885